Record 1
The following is a quantum chemistry calculation of a cluster of 2 separate species, C12H16O2S in total in a non-equilibrium geometry, from the OMol25 dataset.

```
31
Properties=species:S:1:pos:R:3:forces:R:3
C -2.776 -0.296 0.930 1.6746 1.0837 -0.8087
C -2.413 0.164 -1.409 -1.7813 -0.3823 -2.3997
C -1.645 0.462 1.315 -0.6850 0.3781 -2.6766
C -1.358 0.937 -1.072 4.2652 1.0393 -0.8783
C -3.127 -0.491 -0.447 -1.3409 0.4896 2.1245
C -0.921 1.078 0.231 -0.4300 0.2368 1.7093
C 1.599 0.872 2.673 0.7974 -2.3122 1.7332
C 1.472 1.117 1.394 0.6163 -1.4708 -1.2364
C -4.383 -1.301 -0.711 1.7608 0.6635 -2.8265
C 3.646 0.276 -0.829 0.9080 2.6164 0.2928
C 1.661 -1.129 -1.026 1.0656 0.9685 -1.8946
C 2.726 -0.591 -0.091 -1.5381 -0.3735 1.0302
O 1.163 2.671 -0.543 0.9517 1.1234 -2.9932
O 3.210 -1.454 0.884 -1.8281 0.7519 -2.1413
S 0.406 2.348 0.631 -0.9184 -2.5714 2.4253
H -3.403 -0.609 1.733 -0.5185 -0.7234 0.2443
H -2.763 0.208 -2.498 0.5568 -0.5724 1.6296
H -1.420 0.656 2.354 0.1250 -0.0728 -0.0092
H -0.592 1.250 -1.890 -1.7439 0.1575 1.3841
H 1.014 1.329 3.488 0.3764 0.1202 -0.3722
H 2.243 -0.072 3.066 -1.3156 2.2218 -1.0334
H -5.294 -0.878 -0.405 -1.1071 0.9593 0.5450
H -4.460 -1.517 -1.825 0.0446 -0.0053 1.4186
H -4.212 -2.158 -0.154 -0.2006 -2.1388 0.6960
H 3.837 -0.096 -1.837 0.9729 -1.0621 0.3424
H 4.494 0.535 -0.139 -0.2456 -0.2289 -1.3141
H 3.225 1.246 -1.241 -0.1510 -0.8454 1.5007
H 2.056 -1.951 -1.765 -0.5327 1.3681 1.6185
H 0.746 -1.394 -0.576 -0.8612 -0.7013 0.6837
H 1.426 -0.207 -1.660 0.1670 -1.3793 0.6478
H 3.845 -1.006 1.420 0.9159 0.6617 0.5585
```
Positions in Å, forces in eV/Å.

The value obtained for the energy above the lowest of the compared OMol25 structures with the same formula, charge and spin is 114.3 kcal/mol. The LUMO energy (alpha / beta) is -0.00389 / -0.00402 Ha. The value obtained for the frontier orbital gap (alpha / beta) is 0.2766 / 0.2764 hartree. For the HOMO energy (alpha / beta), the calculation gives -7.632 / -7.630 eV.

Atomic partial charges in e from the Mulliken method, atoms 1 to 6:
1 C -0.631
2 C -0.490
3 C -0.728
4 C -0.091
5 C 0.817
6 C 0.384

---

Record 2
The following is a quantum chemistry calculation of a cluster of 2 separate species, C12H16P in total in a non-equilibrium geometry, from the OMol25 dataset.

```
29
Properties=species:S:1:pos:R:3:forces:R:3
C -4.708 -0.078 -0.041 1.7160 1.4620 -0.4243
C -3.988 -0.486 -1.158 1.8409 -1.4184 3.3090
C -3.974 0.390 1.066 0.7171 -1.6761 -0.4242
C -2.664 -1.016 -1.049 -0.3421 0.6232 -0.6910
C -2.627 0.004 1.119 0.5978 0.0295 0.3097
C -2.128 -0.698 0.107 -0.3118 0.2204 0.0759
C 2.333 -2.099 -0.846 -0.4059 -1.0807 0.6814
C 2.205 -2.900 0.225 -0.3185 1.3969 -1.2723
C 1.147 1.411 -1.159 -2.1381 2.0394 5.4312
C 2.087 1.998 -0.070 -3.9843 -3.5723 3.4210
C 2.976 0.874 0.524 1.1278 2.7001 -0.9992
C 2.237 -0.200 1.337 3.1359 0.4436 -0.6447
P 1.219 -1.385 0.375 0.4003 -0.8359 -0.1462
H -5.744 0.034 -0.204 -1.0468 0.5096 0.3141
H -4.382 -0.631 -2.068 -1.8518 -0.5356 -3.0340
H -4.258 0.898 1.960 -0.9900 0.3149 0.1384
H -2.135 -1.500 -1.810 0.3127 -0.5762 -1.3255
H -1.915 0.217 1.850 0.4302 0.8114 1.8241
H 2.793 -2.057 -1.856 -0.3437 0.0599 1.0216
H 2.520 -3.836 0.670 -0.0289 0.1502 -0.1357
H 0.423 2.214 -1.198 -0.7156 -0.0897 -0.7498
H 0.615 0.534 -0.760 0.2110 0.2890 -0.6980
H 1.604 1.331 -2.030 2.0009 -0.9404 -3.9800
H 1.443 2.563 0.800 1.4225 -1.5673 -1.9242
H 2.654 2.704 -0.453 2.7850 3.3873 -1.9199
H 3.632 0.559 -0.320 -0.7179 -0.6962 0.4100
H 3.756 1.492 1.082 -0.9886 -1.3438 0.3750
H 1.763 0.355 2.086 -1.3471 0.3810 1.2160
H 3.118 -0.695 1.820 -1.1668 -0.4855 -0.1582
```
Positions in Å, forces in eV/Å.

The value obtained for the energy above the lowest of the compared OMol25 structures with the same formula, charge and spin is 112.5 kcal/mol. The LUMO energy (alpha / beta) is -0.25177 / -0.20846 Ha. The value obtained for the frontier orbital gap (alpha / beta) is 0.1991 / 0.2609 hartree. As for the charge: +1. For the HOMO energy (alpha / beta), the calculation gives -12.268 / -12.772 eV.

Atomic partial charges in e from the Mulliken method, atoms 1 to 6:
1 C -0.614
2 C -0.420
3 C -0.301
4 C -0.478
5 C -0.408
6 C 0.589

---

Record 3
The following is a quantum chemistry calculation of a structure of composition C12H17BF4N3STi, from the OMol25 dataset.

```
39
Properties=species:S:1:pos:R:3:forces:R:3
Ti 1.008 0.435 0.771 -0.2955 -0.0053 0.2072
C -0.304 -3.845 2.665 0.0254 0.0316 -0.0324
C -0.878 -2.652 3.086 -0.0079 -0.0598 -0.0329
C -0.537 -1.486 2.437 0.0262 0.0394 0.0061
N 0.330 -1.469 1.404 0.0784 0.0984 -0.0843
C 0.879 -2.630 0.995 0.0185 0.0610 -0.0469
C 0.590 -3.832 1.600 -0.0719 -0.0289 0.0453
H -0.548 -4.775 3.162 -0.0011 -0.0025 -0.0001
H -1.576 -2.624 3.911 -0.0047 0.0082 -0.0029
H -0.951 -0.532 2.744 -0.0038 -0.0024 0.0047
H 1.570 -2.580 0.160 0.0002 -0.0009 0.0012
H 1.056 -4.740 1.246 -0.0009 0.0022 -0.0107
S 4.425 0.695 -0.785 -0.2913 -0.0726 0.0797
C 3.046 0.504 -0.241 0.1710 0.1713 -0.0300
F 3.405 2.113 2.536 0.0158 -0.0164 0.0807
B 2.883 1.237 3.358 -0.0128 0.1064 -0.1596
F 2.959 1.268 4.642 -0.0030 -0.0456 0.0408
F 2.203 0.217 2.748 0.0674 -0.0531 0.0459
F 0.340 1.781 1.688 0.1635 -0.1347 -0.2406
C -1.668 0.524 -0.593 -0.0722 0.0010 0.0212
C -2.563 1.038 -1.751 0.0294 0.0029 -0.0061
N -1.728 1.422 -2.881 -0.0060 0.0119 -0.0392
C -0.934 2.593 -2.533 -0.0090 -0.0542 0.0061
C -0.153 2.320 -1.221 0.0341 0.0574 -0.0487
N -0.242 0.857 -0.901 0.1662 -0.0769 0.1824
C 0.183 0.082 -2.105 0.0009 -0.0498 -0.0402
C -0.851 0.323 -3.244 -0.0156 0.0155 0.0329
H -1.733 -0.560 -0.482 0.0050 -0.0017 -0.0079
H -1.928 0.989 0.360 0.0008 0.0067 -0.0063
H -3.146 1.904 -1.438 0.0068 0.0041 0.0035
H -3.264 0.265 -2.062 0.0051 -0.0105 0.0034
H -1.591 3.453 -2.408 0.0010 0.0027 0.0144
H -0.257 2.814 -3.357 0.0024 -0.0077 -0.0020
H -0.564 2.864 -0.373 -0.0138 -0.0015 -0.0065
H 0.904 2.587 -1.316 -0.0052 -0.0031 0.0028
H 0.246 -0.978 -1.841 -0.0011 0.0034 0.0162
H 1.177 0.431 -2.390 -0.0065 0.0036 -0.0043
H -1.453 -0.569 -3.413 -0.0065 0.0007 0.0052
H -0.337 0.557 -4.175 0.0112 -0.0009 0.0019
```
Positions in Å, forces in eV/Å.

The value obtained for the energy above the lowest of the compared OMol25 structures with the same formula, charge and spin is 0.0 kcal/mol. As for the spin multiplicity: 2. The LUMO energy (alpha / beta) is -0.31728 / -0.31408 Ha. The value obtained for the frontier orbital gap (alpha / beta) is 0.2165 / 0.2196 hartree. As for the charge: +2. For the HOMO energy (alpha / beta), the calculation gives -14.525 / -14.521 eV.

Atomic partial charges in e from the Mulliken method, atoms 1 to 6:
1 Ti 0.996
2 C -0.130
3 C -0.842
4 C -0.146
5 N 0.237
6 C -0.088

---

Record 4
The following is a quantum chemistry calculation of a structure of composition C12H17Cl2HfN3O2 in a non-equilibrium geometry, from the OMol25 dataset.

```
37
Properties=species:S:1:pos:R:3:forces:R:3
C 1.418 -0.502 -0.725 -0.7474 -0.5134 1.0465
C 0.500 -1.604 -0.844 0.3533 1.1756 1.1666
C 0.068 -1.962 0.460 1.2154 1.0809 -0.0876
C 0.156 -2.325 -2.080 -0.6551 -0.0900 -0.6125
C 0.784 -1.165 1.399 0.4935 -0.0156 -1.4457
C 1.609 -0.252 0.683 -1.0006 -0.8096 -0.3998
C 2.648 0.616 1.280 0.2802 0.3829 0.2725
C 2.317 -0.007 -1.791 0.2807 0.1433 -0.4853
C -0.973 -2.957 0.780 -0.4584 -0.2757 -0.0251
C 0.685 -1.252 2.865 -0.2364 0.1288 0.4960
Hf -0.694 1.320 -0.226 3.4384 -3.1269 0.4190
Cl -3.319 -1.705 -2.904 -0.2650 -0.1910 0.0128
Cl -0.838 0.879 -2.552 -0.1890 0.1920 -0.8590
O -1.274 0.707 1.588 -0.5256 0.7824 0.5487
H 0.530 -1.791 -2.959 -0.0016 -0.1521 0.0305
H -0.941 -2.392 -2.211 0.3574 -0.1131 -0.0749
H 0.586 -3.339 -2.065 -0.0805 0.1052 -0.1048
H -1.730 -2.967 -0.013 -0.0426 -0.0767 0.1573
H -1.455 -2.697 1.727 -0.1374 -0.0849 -0.0395
H -0.585 -3.978 0.880 0.0323 -0.0584 0.0051
H -0.360 -1.368 3.167 0.0067 0.0001 0.1486
H 1.064 -0.335 3.325 -0.0451 -0.0515 0.1180
H 1.253 -2.093 3.287 -0.0203 0.0083 0.0094
H 2.282 1.080 2.204 0.1388 0.0605 -0.0206
H 2.938 1.425 0.601 0.0069 -0.0514 0.0898
H 3.560 0.053 1.538 -0.0227 0.1105 -0.0218
H 1.794 0.083 -2.750 0.1153 -0.0264 0.1158
H 3.168 -0.694 -1.927 0.0285 0.1278 -0.0951
H 2.720 0.985 -1.551 0.0002 -0.1036 -0.0594
H -1.465 1.277 2.350 -0.0129 -0.3879 -0.4804
O 0.434 2.871 -0.103 1.0411 1.3141 0.2604
H 1.111 3.577 -0.103 -1.0198 -1.1124 -0.0399
N -2.427 2.341 -0.451 -4.3638 2.2486 -0.3382
C -3.405 3.011 -0.530 2.6147 -0.7772 0.5329
N -4.364 3.845 -0.514 -0.2476 0.1836 -0.2346
C -4.016 5.098 -0.795 0.0530 1.4151 -0.3962
N -3.779 6.219 -1.037 -0.3846 -1.4419 0.3907
```
Positions in Å, forces in eV/Å.

The value obtained for the energy above the lowest of the compared OMol25 structures with the same formula, charge and spin is 0.0 kcal/mol. The LUMO energy is 0.17215 Ha. The value obtained for the frontier orbital gap is 0.2060 hartree. As for the charge: -2. For the HOMO energy, the calculation gives -0.921 eV.

Atomic partial charges in e from the Mulliken method, atoms 1 to 6:
1 C 0.418
2 C 0.896
3 C 0.417
4 C -1.403
5 C 0.697
6 C 0.572

---

Record 5
The following is a quantum chemistry calculation of a cluster of 2 separate species, C12H17Cl3NO2 in total in a non-equilibrium geometry, from the OMol25 dataset.

```
35
Properties=species:S:1:pos:R:3:forces:R:3
C 3.873 -2.954 -1.334 1.1859 -0.3998 -0.4352
N 2.914 -1.755 -1.257 -3.0879 2.6608 0.1003
C 3.211 -0.545 -0.347 -3.4111 1.1929 -1.2886
C 2.184 0.735 -0.224 -1.1874 -4.2304 -3.1910
C 0.807 0.667 -1.133 2.3196 -2.0016 -0.1206
C -0.257 1.907 -0.999 -0.1764 -0.4867 -0.1295
C -1.016 1.699 0.476 0.7583 0.0087 0.2902
C -1.570 0.173 0.711 -1.0027 -0.4203 0.3405
C -2.613 -0.342 -0.476 1.5997 -0.7428 -0.2566
O -4.012 -0.468 0.012 -0.6373 2.1751 -3.8847
C -4.830 -0.083 -1.185 0.7223 -4.3766 -4.7649
O -4.774 -0.804 -2.332 -0.2452 5.0306 7.8977
C 0.525 -0.635 -2.097 3.7464 0.4346 2.5519
C 1.646 -1.834 -2.129 -0.6575 3.5049 1.8360
H 4.669 -2.681 -2.147 -1.4371 -0.5835 1.5946
H 3.329 -3.946 -1.693 0.8978 2.3905 0.9846
H 4.435 -3.144 -0.308 -1.4983 0.5519 -2.1620
H 4.202 -0.545 0.282 -2.1433 -0.3444 -1.5468
H 2.321 1.671 0.465 0.1237 -2.2187 -1.3961
H 0.287 2.966 -1.064 -0.9649 -2.5107 0.3225
H -1.036 1.904 -1.901 1.7929 -0.2679 1.9583
H -0.172 1.919 1.281 -1.9005 -0.4855 -1.5456
H -1.872 2.506 0.641 1.8296 -1.7995 -0.5716
H -2.146 0.141 1.756 1.2197 0.1368 -2.4776
H -0.716 -0.646 0.806 -1.5853 1.9900 -0.2886
H -2.294 -1.418 -0.855 -0.5799 2.2388 0.7948
H -2.555 0.374 -1.410 -0.2144 -1.3223 1.9229
H -5.509 0.877 -1.100 1.3580 -2.0496 0.1950
H -0.490 -0.624 -2.710 2.5724 -0.4021 1.2842
H 1.502 -2.787 -2.828 0.5667 2.2906 1.8819
C -0.011 1.553 4.735 -0.0902 0.0254 0.0811
Cl -1.373 0.502 4.313 0.1951 0.1404 0.2050
Cl 1.527 0.773 4.324 -0.1202 0.0684 0.0368
Cl -0.154 3.117 3.915 0.0324 -0.1365 0.1563
H -0.031 1.727 5.814 0.0192 -0.0613 -0.3751
```
Positions in Å, forces in eV/Å.

The LUMO energy is -0.17984 Ha. The value obtained for the frontier orbital gap is 0.2985 hartree. As for the charge: +1. For the HOMO energy, the calculation gives -13.017 eV.

Atomic partial charges in e from the Mulliken method, atoms 1 to 6:
1 C -0.778
2 N 0.183
3 C -0.186
4 C -0.429
5 C 0.531
6 C -0.863

---

Record 6
The following is a quantum chemistry calculation of a structure of composition C12H17F4N2OPt in a non-equilibrium geometry, from the OMol25 dataset.

```
37
Properties=species:S:1:pos:R:3:forces:R:3
Pt -0.377 0.143 0.671 0.0027 -0.3837 0.1342
C -2.734 1.861 0.288 -0.0696 0.0368 0.0153
N -1.345 1.926 0.783 0.0969 -0.4806 0.3003
C -0.600 3.003 0.082 0.0102 -0.0916 -0.1697
C -1.316 2.138 2.268 -0.2284 0.3648 0.1596
C 0.094 1.996 2.770 0.5414 0.2014 0.2000
N 0.656 0.819 2.143 0.1700 0.5094 0.6930
C 1.930 0.358 2.372 -1.0224 0.1315 -0.5381
C 2.261 -0.813 1.718 0.5906 -0.5433 -0.1279
F 1.291 -1.372 0.881 -0.0044 0.0350 0.0626
C 3.478 -1.436 1.872 -0.2252 -0.4094 -0.3682
F 3.712 -2.569 1.202 -0.0291 0.1286 0.0744
C 4.438 -0.903 2.702 0.1089 0.0771 0.1092
C 4.127 0.268 3.363 -0.1711 0.1046 0.0357
F 5.018 0.830 4.176 -0.0936 -0.0447 -0.0818
C 2.898 0.898 3.204 0.5178 0.3551 0.4995
F 2.666 2.041 3.886 -0.0250 -0.2687 -0.2065
H -3.243 2.801 0.506 0.0064 0.0512 -0.0035
H -3.251 1.037 0.769 -0.0060 0.0282 0.0144
H -2.722 1.697 -0.787 0.0074 -0.0007 0.0065
H -1.051 3.969 0.316 -0.0594 -0.0079 0.0322
H -0.654 2.830 -0.990 -0.0236 -0.0156 0.0041
H 0.441 2.997 0.383 -0.0010 0.0028 0.0437
H -1.963 1.386 2.714 0.0042 -0.0601 -0.0592
H -1.713 3.124 2.525 -0.0758 0.0566 -0.1772
H 0.081 1.885 3.856 -0.0457 0.0328 0.0573
H 0.698 2.882 2.557 -0.1461 0.1419 0.0002
H 5.399 -1.380 2.828 0.0033 -0.0016 -0.0145
C -1.223 -0.955 -2.014 0.2652 0.0700 0.0881
C -2.159 -1.860 -1.255 -0.1224 0.0309 0.0215
O -2.325 -1.263 0.059 0.1480 0.0403 -0.5929
H -0.668 -1.471 -2.796 -0.1388 -0.0556 -0.0712
H -0.434 -0.597 -1.312 -0.0573 -0.0247 -0.3486
H -1.715 -0.085 -2.443 -0.0364 -0.0222 0.0332
H -1.752 -2.866 -1.156 0.0423 0.0214 0.0588
H -3.130 -1.919 -1.749 -0.0251 -0.0482 0.0456
H -2.772 -1.882 0.648 0.0911 0.0384 0.0698
```
Positions in Å, forces in eV/Å.

The value obtained for the energy above the lowest of the compared OMol25 structures with the same formula, charge and spin is 18.3 kcal/mol. The LUMO energy is -0.14261 Ha. The value obtained for the frontier orbital gap is 0.2605 hartree. As for the charge: +1. For the HOMO energy, the calculation gives -10.970 eV.

Atomic partial charges in e from the Mulliken method, atoms 1 to 6:
1 Pt 0.372
2 C -0.884
3 N -0.069
4 C -0.833
5 C -0.927
6 C -0.669